(1)
{"formula": "C26H39F9N4S", "method": "wB97M-V/def2-TZVPD", "elements": ["C", "C", "C", "C", "C", "C", "C", "C", "F", "F", "C", "F", "F", "C", "F", "F", "C", "F", "F", "F", "C", "N", "S", "N", "C", "C", "H", "H", "H", "H", "H", "H", "H", "H", "H", "C", "C", "N", "C", "C", "C", "C", "H", "H", "H", "H", "H", "H", "H", "H", "H", "H", "H", "H", "H", "H", "H", "C", "C", "N", "C", "C", "C", "C", "H", "H", "H", "H", "H", "H", "H", "H", "H", "H", "H", "H", "H", "H", "H"], "xyz": [[-0.5936, 2.3797, 1.5584], [-0.7454, 1.3957, 2.5668], [-0.6087, -0.1269, 2.3563], [0.5969, -0.8232, 3.0084], [0.8183, -2.2476, 2.8422], [2.0803, -2.8854, 3.5300], [1.7702, -4.2672, 4.2683], [2.5329, -4.4539, 5.6249], [2.7759, -5.8421, 5.7414], [3.7973, -3.8749, 5.5397], [1.7348, -4.0611, 6.9275], [2.5313, -4.4747, 8.0062], [0.5802, -4.8340, 7.0297], [1.4624, -2.5191, 7.1532], [1.5049, -2.3163, 8.5371], [2.4131, -1.6767, 6.6256], [0.0285, -1.9949, 6.6867], [0.2080, -0.6817, 6.2503], [-0.8004, -1.9004, 7.7720], [-0.5162, -2.6651, 5.6343], [-0.1075, -3.1046, 2.0199], [-0.0072, -4.4471, 1.7582], [-1.3334, -4.8058, 0.7882], [-2.0433, -3.3006, 0.7065], [-1.3055, -2.3760, 1.4161], [-1.5579, -0.9019, 1.5887], [-1.5195, 2.8756, 1.1587], [0.3903, 2.7361, 1.1436], [-0.9418, 1.7563, 3.6156], [1.3120, -0.2216, 3.6159], [2.8208, -3.0736, 2.6920], [2.5563, -2.1142, 4.1889], [0.6632, -4.4874, 4.3354], [2.1718, -5.0685, 3.5767], [-2.4564, -0.4491, 1.0970], [0.6117, -0.3955, -4.7918], [0.2640, -1.6654, -4.0247], [-1.1516, -1.7987, -3.7108], [-1.4294, -2.8813, -2.7732], [-1.1383, -4.3130, -3.2304], [-2.0682, -1.7055, -4.8404], [-1.8966, -2.7131, -5.9803], [0.2958, 0.4956, -4.2436], [1.6933, -0.3370, -4.9336], [0.1544, -0.3768, -5.7830], [0.8264, -1.6354, -3.0853], [0.6409, -2.5296, -4.5887], [-2.4746, -2.8217, -2.4534], [-0.8492, -2.6948, -1.8626], [-1.8985, -4.6784, -3.9208], [-1.1488, -4.9832, -2.3668], [-0.1597, -4.4113, -3.7037], [-1.9905, -0.6993, -5.2629], [-3.0948, -1.7632, -4.4702], [-0.8516, -2.8750, -6.2480], [-2.4090, -2.3468, -6.8740], [-2.3462, -3.6759, -5.7356], [1.1121, 6.3795, 0.0339], [1.0818, 5.5560, -1.2479], [-0.2487, 5.1023, -1.6287], [-0.2304, 4.1199, -2.7073], [0.2802, 4.5707, -4.0777], [-1.2678, 6.1377, -1.7513], [-1.0166, 7.2671, -2.7537], [0.6863, 5.8218, 0.8718], [2.1456, 6.6277, 0.2861], [0.5699, 7.3211, -0.0706], [1.7129, 4.6770, -1.0779], [1.5606, 6.1360, -2.0484], [-1.2351, 3.7016, -2.8282], [0.3859, 3.2744, -2.3807], [-0.4573, 5.1758, -4.6047], [0.4741, 3.6954, -4.7030], [1.2125, 5.1345, -4.0122], [-1.4205, 6.5871, -0.7657], [-2.2263, 5.6669, -1.9837], [0.0107, 7.6332, -2.7297], [-1.6696, 8.1134, -2.5242], [-1.2522, 6.9588, -3.7727]], "atomic_forces_ev_per_a": [[-0.312, -0.397, 0.293], [0.011, -0.379, -0.670], [1.743, -1.396, -0.018], [-1.666, -2.894, -1.544], [0.170, 1.586, 0.623], [-0.522, 0.207, -0.836], [0.428, -0.018, -0.843], [0.033, -1.462, -1.684], [-0.387, 1.783, 0.275], [-1.781, -0.401, 0.676], [1.474, -1.327, 1.300], [-0.983, 0.731, -1.530], [1.410, 1.663, -0.503], [-0.281, 0.757, 1.695], [-0.108, -0.255, -2.029], [-0.937, -1.649, 0.296], [-0.291, 2.255, -0.181], [-0.346, -1.890, 0.559], [0.798, -0.822, -1.998], [0.535, 0.512, 1.871], [-0.398, 1.578, 0.170], [-1.423, 2.412, -0.438], [0.664, 2.659, 1.186], [1.168, 0.645, 0.898], [0.768, -2.093, 0.033], [1.855, 0.172, 0.852], [1.148, 1.186, 1.743], [-1.107, -1.869, -1.028], [-1.669, -0.668, -1.199], [-0.745, -0.600, -0.595], [-0.712, 0.054, 1.076], [-0.525, -0.785, -0.461], [1.328, 0.411, 0.314], [-0.422, 0.747, 1.057], [1.081, -0.429, 0.588], [-0.049, 0.003, -0.054], [-0.006, 0.110, -0.107], [-0.167, -0.006, 0.227], [0.088, 0.028, 0.191], [-0.103, -0.178, 0.018], [0.124, 0.236, -0.165], [-0.234, -0.114, -0.147], [-0.062, -0.067, -0.030], [-0.049, -0.028, 0.020], [0.009, 0.030, 0.034], [-0.190, -0.162, 0.049], [0.116, -0.033, -0.037], [0.025, 0.110, -0.130], [0.063, 0.118, -0.108], [0.088, -0.004, -0.042], [0.012, 0.036, -0.010], [-0.038, 0.030, 0.005], [0.120, -0.017, 0.074], [0.080, -0.081, 0.188], [0.007, 0.023, 0.044], [0.034, 0.007, 0.031], [0.141, -0.009, -0.030], [-0.053, 0.038, -0.014], [-0.034, 0.126, 0.105], [-0.157, -0.282, -0.016], [0.097, -0.212, 0.057], [-0.054, -0.044, -0.207], [0.059, 0.199, 0.253], [-0.219, 0.118, -0.163], [-0.053, 0.036, -0.074], [-0.042, -0.025, -0.037], [0.005, -0.036, 0.035], [-0.145, -0.070, -0.202], [0.116, 0.040, -0.014], [-0.023, 0.155, 0.098], [0.041, 0.120, 0.119], [0.080, 0.052, 0.018], [0.001, 0.006, 0.043], [-0.044, -0.005, 0.024], [0.128, -0.065, 0.008], [0.111, -0.182, -0.056], [0.006, -0.042, 0.026], [0.035, -0.028, 0.016], [0.137, 0.044, 0.016]], "spin_multiplicity": 1, "e_homo_ev": -7.96, "orbital_gap_ev": 6.80, "e_lumo_ev": -1.158}

(2)
{"formula": "C32H44MnN3PS4", "method": "wB97M-V/def2-TZVPD", "elements": ["Mn", "C", "C", "S", "C", "C", "S", "C", "C", "S", "H", "H", "H", "H", "H", "H", "H", "H", "H", "H", "H", "H", "N", "C", "C", "C", "C", "C", "C", "S", "N", "C", "C", "C", "C", "C", "C", "N", "H", "H", "H", "H", "H", "H", "H", "H", "H", "C", "C", "C", "C", "P", "C", "C", "C", "C", "C", "C", "C", "C", "C", "C", "H", "H", "H", "H", "H", "H", "H", "H", "H", "H", "H", "H", "H", "H", "H", "H", "H", "H", "H", "H", "H", "H", "H"], "xyz": [[0.6646, 1.2306, 0.1219], [0.6550, 4.6380, 0.6851], [1.5803, 4.3576, 1.8829], [1.3543, 2.5720, 2.3204], [3.0959, 1.9783, 2.3911], [3.8907, 2.0863, 1.1051], [3.1304, 1.0979, -0.2636], [3.0647, 2.2632, -1.6680], [2.5248, 3.6731, -1.3531], [0.7673, 3.5884, -0.8111], [0.6556, 5.6462, 0.3240], [-0.3636, 4.5370, 1.0589], [1.2434, 4.9582, 2.7276], [2.6501, 4.5765, 1.8002], [3.0751, 0.9039, 2.6127], [3.6185, 2.5260, 3.2015], [4.8709, 1.6393, 1.2814], [4.0926, 3.0789, 0.7840], [2.4203, 1.7732, -2.3683], [4.1037, 2.2719, -2.0106], [2.5552, 4.2783, -2.2366], [3.0776, 4.2564, -0.5935], [0.5428, -2.7353, -3.3651], [1.2663, -3.9191, -3.2223], [0.7512, -5.1535, -3.6520], [1.5046, -6.2627, -3.4058], [2.7594, -6.2354, -2.7582], [3.3195, -5.0477, -2.3952], [2.5294, -3.8633, -2.5546], [3.0728, -2.3969, -1.7526], [1.9392, -1.2461, -2.1392], [0.9294, -1.4862, -2.9231], [0.0604, -0.3508, -3.4071], [-0.6263, -0.4228, -4.6146], [-1.4064, 0.6623, -5.0032], [-1.4736, 1.7875, -4.1731], [-0.7377, 1.6988, -2.9849], [-0.0170, 0.6591, -2.5733], [-0.3413, -2.7964, -3.8362], [-0.1620, -5.2459, -4.2504], [1.0331, -7.2194, -3.7013], [3.2521, -7.1942, -2.5998], [4.3037, -5.0508, -1.8976], [-0.5516, -1.2748, -5.2327], [-2.0021, 0.6751, -5.8853], [-2.0841, 2.6632, -4.3899], [-0.8311, 2.5624, -2.3196], [-3.5996, -1.4228, 1.1524], [-2.4286, -0.9168, 0.3467], [-2.8761, 0.1520, -0.6379], [-1.6320, -2.0191, -0.3380], [-1.1664, -0.0081, 1.4615], [-2.1026, 1.2018, 2.4494], [-2.8863, 0.8472, 3.5648], [-3.7540, 1.8095, 4.0337], [-3.9053, 3.0380, 3.4615], [-3.0442, 3.4295, 2.4196], [-2.2201, 2.4689, 1.8877], [-0.2067, -1.2982, 2.5615], [0.9995, -1.8593, 1.8534], [0.2474, -0.5154, 3.8404], [-1.0909, -2.4270, 3.0882], [-4.2723, -1.8787, 0.3627], [-4.1593, -0.6300, 1.6522], [-3.3530, -2.2227, 1.8587], [-3.5519, -0.2767, -1.4102], [-1.9953, 0.5811, -1.1989], [-3.3387, 0.9625, -0.1162], [-2.2359, -2.5745, -1.0520], [-1.2258, -2.7451, 0.3708], [-0.7411, -1.5397, -0.8197], [-2.7602, -0.1187, 4.0852], [-4.3297, 1.6276, 4.9467], [-4.5924, 3.7427, 3.8763], [-3.0158, 4.4002, 1.9981], [-1.5605, 2.6817, 1.0451], [1.6030, -1.0445, 1.3978], [0.7301, -2.5976, 1.0779], [1.6940, -2.3388, 2.5839], [0.9289, 0.2909, 3.5964], [0.7343, -1.1606, 4.5616], [-0.6121, -0.1160, 4.3364], [-1.5465, -3.0770, 2.3035], [-1.9422, -2.0892, 3.6935], [-0.5499, -3.0955, 3.7502]], "atomic_forces_ev_per_a": [[-0.053, -0.028, 0.805], [0.171, -0.090, 0.258], [-0.205, -0.568, -0.449], [0.496, -0.416, -0.288], [0.139, 0.174, 0.051], [0.092, -0.979, -0.138], [-0.514, 0.409, 0.464], [0.850, 0.726, 1.023], [0.047, -0.266, 0.822], [0.216, 0.200, 0.448], [0.541, 0.747, -0.033], [-0.152, -0.387, -0.230], [-0.176, -0.149, 0.045], [-0.231, -0.116, -0.479], [-0.345, 0.312, 0.491], [-0.327, -0.429, -0.349], [-0.031, -0.056, -0.002], [-0.089, 0.875, -0.353], [-0.179, -0.329, -0.616], [-0.324, 0.395, -0.396], [-0.042, 0.225, -0.638], [-0.135, -0.580, -0.285], [1.040, 0.341, 0.339], [0.242, 0.457, 0.601], [0.194, 0.835, -0.418], [-0.647, -1.308, -0.028], [-0.311, -0.651, -0.563], [-0.124, 0.710, 0.538], [0.433, -0.201, 0.332], [-1.035, -0.425, -0.744], [0.136, -0.351, -0.472], [-0.434, -0.872, -0.407], [0.364, -1.516, 0.059], [-0.043, 0.989, 0.583], [-0.146, 0.792, 0.842], [0.785, -1.250, 0.257], [-1.069, 1.380, -0.057], [0.052, 1.564, 0.706], [-0.285, -0.042, -0.156], [0.222, 0.247, 0.461], [0.710, 0.496, 0.192], [0.096, 0.385, 0.038], [-0.612, 0.314, -0.304], [0.119, -0.725, -0.693], [-0.139, -0.336, -0.719], [0.250, -0.270, -0.015], [0.157, -0.541, -0.135], [-1.100, -1.037, -1.124], [1.094, 0.743, 0.895], [0.914, -0.303, -1.439], [0.894, 0.292, 0.054], [1.061, -0.483, -0.289], [-0.390, -1.261, 0.040], [0.887, -0.021, -0.428], [-0.843, -0.819, 1.610], [1.190, 1.267, -1.000], [-0.750, -1.060, 0.478], [0.913, -0.258, -0.054], [-0.858, 0.819, 1.427], [0.966, -0.079, -0.360], [-0.020, -0.288, -0.981], [-1.223, -0.788, -0.519], [0.321, 0.376, 1.039], [0.101, -0.078, -0.062], [-0.081, 0.337, -0.184], [0.175, 0.289, 0.581], [-0.892, -0.511, 0.637], [-0.622, 0.507, 0.162], [-0.071, 0.121, -0.255], [-0.245, 0.068, -0.103], [-0.658, -0.478, -0.030], [-0.276, 0.671, -0.452], [0.091, -0.212, -0.416], [-0.335, 0.299, 0.192], [-0.367, 0.885, -0.193], [-0.225, 0.182, -0.011], [-0.208, -0.340, -0.032], [0.270, 0.339, 0.291], [-0.647, 0.150, -0.433], [0.117, 0.234, 0.018], [0.216, -0.381, -0.088], [-0.359, 0.440, 0.313], [0.555, 0.485, 0.488], [0.247, 0.212, -0.180], [0.458, -0.011, 0.021]], "charge": 3, "s_squared": 6.0868, "spin_multiplicity": 5, "e_homo_ev": [-16.18, -16.18], "orbital_gap_ev": [7.14, 5.78], "e_lumo_ev": [-9.033, -10.401]}